(1)
13
Properties=species:S:1:pos:R:3:lowdin_charge:R:1 method="wB97M-V/def2-TZVPD" de_lowest_kcal_mol=16.94 charge=-1 gap_ev=6.8
C -1.41308 0.83285 -0.78104 -0.19
C -0.55741 0.01576 0.06377 -0.39
C 0.87080 0.02327 -0.21030 -0.42
O 3.04392 -0.77358 1.53052 -0.58
O 1.03231 -2.22973 1.32641 -0.58
F 1.11538 -0.62864 -1.45058 -0.09
S 1.57905 -0.83062 1.49912 0.64
H -1.13712 1.94564 -0.92206 0.10
H -2.48717 0.78357 -0.41196 0.07
H -1.64247 0.35774 -1.82243 0.09
H -1.03265 -1.02787 0.35198 0.15
H -0.76785 0.52331 1.02472 0.10
H 1.39628 1.00830 -0.19815 0.11

(2)
13
Properties=species:S:1:pos:R:3:lowdin_charge:R:1 method="wB97M-V/def2-TZVPD" de_lowest_kcal_mol=4.58 charge=+2 gap_ev=7.8
H 0.60729 -1.47166 -0.32605 0.37
O 0.33435 -0.48645 0.26352 0.07
Hg 3.84530 0.09479 -0.16668 1.65
O 2.10356 0.94543 0.22920 0.02
C 1.66469 -0.19237 0.42735 -0.62
O 2.23387 -1.18001 -0.15343 -0.05
C -0.67539 0.57943 -0.05791 -0.08
C -2.03445 -0.04800 0.02998 -0.02
H -0.49097 1.35739 0.68732 0.16
H -0.42192 0.93131 -1.06186 0.16
H -2.25386 -0.39541 1.04661 0.11
H -2.76143 0.73390 -0.22823 0.12
H -2.15103 -0.86833 -0.68982 0.11

Question: The lowest charge belongs to which entry?
Answer: C3H6FO2S

Question: Look up the charge of the first one.
Answer: -1

Question: Which of these has the highest charge?
Answer: C3H6HgO3